--- 1 ---
Entry from OMol25: C3H4S3 in the gas phase (ωB97M-V/def2-TZVPD).

The multiplicity is 1. The calculation puts the HOMO energy (spin up / spin down) at -0.2981 / -0.2859 Eh. Its charge is 0. The value obtained for the HOMO-LUMO gap (spin up / spin down) is 6.962 / 6.280 eV.

```
10
C3H4S3 | OMol25 | ωB97M-V/def2-TZVPD
C -0.28515 -0.72665 0.18941
C 0.96670 -1.28735 0.04576
C -0.70694 0.62551 0.05748
S 2.56399 -0.64126 0.07329
S 2.46962 1.33685 0.07444
S -2.45331 0.90166 0.07586
H -1.04366 -1.48668 0.24615
H 1.11513 -2.39484 -0.03242
H -0.07164 1.42842 -0.50272
H -2.55474 2.24435 -0.22724
```

=====

--- 2 ---
Entry from OMol25: C3H4S3 in the gas phase (ωB97M-V/def2-TZVPD).

The multiplicity is 1. The calculation puts the HOMO energy at -0.3266 Eh. As for the SMILES: S=C(S)[C@@H]1CS1. Its charge is 0. The value obtained for the HOMO-LUMO gap is 8.292 eV.

```
10
C3H4S3 | OMol25 | ωB97M-V/def2-TZVPD
S 0.47695 -0.99109 2.15641
C 0.43628 -0.88295 0.52922
S 1.66088 -1.84331 -0.31858
C -0.47303 -0.13035 -0.34210
C -0.52112 1.28133 0.12150
S -2.13687 0.45748 0.27000
H 1.58833 -1.24022 -1.57084
H -0.59123 -0.32754 -1.40481
H -0.37831 2.15805 -0.51174
H -0.06187 1.51860 1.07094
```

=====

Which is most stable, and by how much? 2, by 0.591 eV.

=====

--- 1 ---
Entry from OMol25: a molecular structure, C3H3BrO (ωB97M-V/def2-TZVPD).

The multiplicity is 1. The calculation puts the HOMO energy at -0.3767 Eh. Its charge is 0. The value obtained for the HOMO-LUMO gap is 10.431 eV.

```
8
C3H3BrO | OMol25 | ωB97M-V/def2-TZVPD
C -1.56963 -1.48786 -0.23421
C -0.86901 -0.64013 0.20087
C 0.68509 0.66827 0.45704
O 0.56632 1.73820 -0.31677
Br 2.30346 -0.25323 -0.06124
H -2.44422 -2.16891 -0.51319
H 0.73168 0.76411 1.63439
H 0.59631 1.37957 -1.16689
```

=====

--- 2 ---
Entry from OMol25: 2 unconnected molecules or ions with the total composition C3H3BrO (ωB97M-V/def2-TZVPD).

The multiplicity is 1. The calculation puts the HOMO energy (spin up / spin down) at -0.2996 / -0.2995 Eh. Its charge is 0. The value obtained for the HOMO-LUMO gap (spin up / spin down) is 6.906 / 6.889 eV.

```
8
C3H3BrO | OMol25 | ωB97M-V/def2-TZVPD
C 0.89981 -1.86630 0.29922
C -0.10002 -1.27250 0.00421
C -0.93332 -0.40439 -0.51617
O 0.02698 2.02061 -0.21721
Br -2.64440 -0.08873 -0.06052
H 1.93309 -2.10247 0.21003
H 0.08010 2.34797 0.82180
H 0.73775 1.36582 -0.54135
```

=====

--- 3 ---
Entry from OMol25: C3H3BrO in the gas phase (ωB97M-V/def2-TZVPD).

The multiplicity is 1. The calculation puts the HOMO energy at -0.3297 Eh. Its charge is 0. The value obtained for the HOMO-LUMO gap is 8.481 eV.

```
8
C3H3BrO | OMol25 | ωB97M-V/def2-TZVPD
C -1.51212 0.61139 -0.11878
C -2.71680 0.58755 0.54397
C -0.20166 0.06954 0.43728
O -1.81186 1.51027 -0.98317
Br -4.29693 -0.26921 0.02001
H 0.74374 0.37750 -0.03318
H -0.39900 -0.91264 0.22442
H -0.18866 0.22635 1.48704
```

=====

Which is most stable, and by how much? 3, by 0.619 eV.

=====

--- 1 ---
Entry from OMol25: F3NO2S in the gas phase (ωB97M-V/def2-TZVPD).

The multiplicity is 1. The calculation puts the HOMO energy at -0.4718 Eh. As for the SMILES: O=S(=O)(F)N(F)F. Its charge is 0. The value obtained for the HOMO-LUMO gap is 12.691 eV.

```
7
F3NO2S | OMol25 | ωB97M-V/def2-TZVPD
O -1.36059 0.33435 -0.59613
S -0.22050 -0.43244 -0.43926
O -0.33850 -1.90236 -0.18030
F 0.61468 -0.02058 -1.78840
N 0.79281 0.28967 0.81367
F 0.70348 1.53097 0.35083
F -0.19139 0.20039 1.83959
```

=====

--- 2 ---
Entry from OMol25: 2 unconnected molecules or ions with the total composition F3NO2S (ωB97M-V/def2-TZVPD).

The multiplicity is 1. The calculation puts the HOMO energy (spin up / spin down) at -0.4591 / -0.4589 Eh. Its charge is 0. The value obtained for the HOMO-LUMO gap (spin up / spin down) is 8.255 / 8.249 eV.

```
7
F3NO2S | OMol25 | ωB97M-V/def2-TZVPD
N -1.12606 -0.25871 -0.16496
O 1.11082 0.17022 1.26325
O 0.58295 1.79823 -0.51929
F -0.78411 -1.47482 0.25090
F -1.93145 0.24572 0.86476
F 1.58194 -0.92778 -1.71976
S 0.56591 0.44713 0.02510
```

=====

Which is most stable, and by how much? 1, by 3.034 eV.

=====

--- 1 ---
Entry from OMol25: a molecular structure, C3H2CuO3 (ωB97M-V/def2-TZVPD).

The multiplicity is 3. The calculation puts the HOMO energy (spin up / spin down) at -0.4958 / -0.5417 Eh. Its expectation value of S² is 2.009. Its charge is +1. The value obtained for the HOMO-LUMO gap (spin up / spin down) is 8.950 / 7.415 eV.

```
9
C3H2CuO3 | OMol25 | ωB97M-V/def2-TZVPD
O -1.40441 0.86575 2.34036
C -1.50605 0.53805 1.24251
O -1.84945 0.22545 0.15088
O 0.68518 -0.39069 -0.73217
C 1.92995 -0.68903 -0.61854
C 3.02841 0.00560 -0.32095
H 4.01689 -0.39336 -0.54997
H 2.95571 1.05441 -0.00059
Cu -0.89232 -0.38483 -1.34734
```

=====

--- 2 ---
Entry from OMol25: a molecular structure, C3H2CuO3 (ωB97M-V/def2-TZVPD).

The multiplicity is 3. The calculation puts the HOMO energy (spin up / spin down) at -0.4823 / -0.5344 Eh. Its expectation value of S² is 2.001. Its charge is +1. The value obtained for the HOMO-LUMO gap (spin up / spin down) is 8.813 / 5.937 eV.

```
9
C3H2CuO3 | OMol25 | ωB97M-V/def2-TZVPD
H -1.89844 -0.01920 1.02547
C -1.14517 0.96030 0.16661
C -1.39017 -0.39415 -0.17622
O -0.12116 -1.03387 -0.20051
C 0.78787 -0.11059 -0.09280
O 0.19364 1.07141 0.24048
O 1.98430 -0.28519 -0.09311
Cu 3.62067 0.45091 0.15649
H -2.03153 -0.63962 -1.02642
```

=====

Which is most stable, and by how much? 1, by 3.509 eV.

=====

--- 1 ---
Entry from OMol25: a gas-phase ion, CHN4S2 (charge -1) (ωB97M-V/def2-TZVPD).

The multiplicity is 1. The calculation puts the HOMO energy at -0.1269 Eh. As for the SMILES: [N-]=[N+]=CN([S-])N=S. Its charge is -1. The value obtained for the HOMO-LUMO gap is 7.161 eV.

```
8
CHN4S2 | OMol25 | ωB97M-V/def2-TZVPD
N -0.65079 -1.19310 -2.20345
N 0.16210 -0.89586 -1.38232
C -0.11768 -0.11492 -0.39426
N -1.44484 0.30706 -0.41380
S -2.05588 1.17756 0.88532
N -2.12498 -0.17310 -1.35832
S -3.64490 0.14965 -1.80935
H 0.45563 -0.11704 0.43980
```

=====

--- 2 ---
Entry from OMol25: a gas-phase ion, CHN4S2 (charge -1) (ωB97M-V/def2-TZVPD).

The multiplicity is 1. The calculation puts the HOMO energy (spin up / spin down) at -0.1261 / -0.1261 Eh. Its charge is -1. The value obtained for the HOMO-LUMO gap (spin up / spin down) is 7.090 / 7.090 eV.

```
8
CHN4S2 | OMol25 | ωB97M-V/def2-TZVPD
C -1.46956 0.06681 -0.07363
N -1.04896 1.23199 -0.00008
N 0.20675 1.50622 0.01447
N 0.32549 -0.79398 -0.13671
N 0.91760 0.32780 -0.09996
S 0.70151 -2.31767 -0.01857
S 2.55521 0.49933 -0.04334
H -2.18804 -0.52050 0.35782
```

=====

Which is most stable, and by how much? 1, by 1.196 eV.

=====

--- 1 ---
Entry from OMol25: a molecular structure, H31O16 (ωB97M-V/def2-TZVPD).

The multiplicity is 1. The calculation puts the HOMO energy at -0.2409 Eh. Its charge is -1. The value obtained for the HOMO-LUMO gap is 8.619 eV.

```
47
H31O16 | OMol25 | ωB97M-V/def2-TZVPD
O -1.84290 5.37309 2.91293
H -2.02148 -4.35130 -1.19536
H -2.58118 2.33638 2.00440
O 0.89695 -5.64004 0.38969
H -0.90168 5.23680 3.05179
H -1.98982 5.27277 1.96709
O 2.31951 0.99075 -2.51251
H 1.13360 -4.80464 0.82986
H -3.80305 1.88345 0.99402
O -3.09747 2.48837 1.21282
H 0.28229 -0.52975 -2.18643
H 0.49549 -6.02829 1.17952
O -1.70378 -4.96226 -1.87069
H -1.73306 -0.57870 -4.02936
H 4.36191 -0.56195 -2.02713
O 0.61312 1.61046 2.46462
H 0.49018 1.51710 1.49150
H -1.32531 -1.58130 1.26688
O -1.60221 2.29837 -2.34477
H -1.19116 2.40838 -1.47483
H -0.89899 2.64599 -2.90594
O -1.71061 1.10086 4.18757
H -1.56094 0.25920 3.73685
H 1.83753 1.20860 -1.70650
O 0.05053 1.37285 -0.08649
H 0.25322 0.35532 -0.29425
O -1.69932 -1.32526 -4.65095
H -0.93942 -5.33765 -1.41015
H -0.74721 -1.44645 -4.65355
O 1.60351 -3.29958 2.70667
H 1.58822 0.61983 -3.06741
H 1.11885 -2.73588 2.09944
O 5.29610 -0.53128 -1.76698
H -0.29521 0.87876 -2.82545
H 1.29658 -1.03098 -1.15295
O 2.47970 3.70396 1.89218
H 1.13778 -4.06714 3.03100
H 1.56897 1.64297 2.57486
O 0.35839 -0.94454 -1.02564
H 5.61697 0.04976 -2.46731
H 1.59182 3.32590 1.99453
O -0.05082 0.02503 -3.21152
H -0.89796 1.23456 0.05446
H -1.07961 1.63886 3.68330
O -1.79385 -2.39025 1.49073
H 2.31426 4.32700 1.17392
H -2.67317 -2.31716 1.11466
```

=====

--- 2 ---
Entry from OMol25: 16 unconnected molecules or ions with the total composition H31O16 (ωB97M-V/def2-TZVPD).

The multiplicity is 1. The calculation puts the HOMO energy at -0.2437 Eh. Its charge is -1. The value obtained for the HOMO-LUMO gap is 8.459 eV.

```
47
H31O16 | OMol25 | ωB97M-V/def2-TZVPD
O -0.52367 -1.61815 2.14402
H -1.27258 -1.45319 1.34383
H 2.14011 3.33714 1.63368
O -1.58921 -2.81823 -3.47527
H -2.33593 -2.78653 -4.07736
H 0.20416 -0.98119 2.04053
O -2.68288 2.77195 4.90849
H -2.13742 2.67299 4.11836
H -2.71974 1.88167 5.26669
O -3.18992 -2.64076 -1.36362
H -3.55191 -3.15212 -0.63116
H -2.45735 -1.91281 -0.50766
O 0.20599 6.01548 -1.20011
H -0.27506 5.62262 -1.91844
H -4.36541 -0.78628 -3.77854
O 2.68257 -0.40724 2.57696
H 3.37645 -0.72507 3.15379
H 2.67640 -0.96406 1.78128
O 1.57433 4.32155 -2.54909
H 2.02299 5.12617 -2.23206
H 2.45653 3.92316 -2.67201
O 0.48178 2.29896 1.00505
H -0.41422 1.92965 1.11852
H 0.92470 1.90509 0.25479
O 3.88134 2.27785 -2.93500
H 3.91298 1.82844 -2.08224
O 1.96447 -5.62491 1.56044
H 1.20970 -5.08127 1.30750
H 2.71966 -5.14155 1.22304
O 2.68900 4.14032 1.56388
H 2.77668 4.16594 0.60301
H 0.52044 5.45118 -0.48946
O -4.39973 -1.74587 -3.80619
H 1.52653 -3.80386 -1.38092
H -4.25933 -2.17118 -2.94211
O 1.90966 -2.78761 1.65299
H 2.02891 -2.47657 0.74278
H 0.93062 -2.63680 1.68165
O -2.29904 -1.33200 0.47408
H -2.74768 1.50999 0.73444
H -3.02714 -1.72220 0.96794
O -2.09292 1.28639 1.41809
H -1.86145 0.34148 1.28375
H 4.71630 2.61602 -3.28716
O 0.61688 -3.62129 -1.13353
H -1.98193 -2.75513 -2.57177
H 0.03536 -4.27814 -1.52587
```

=====

Which is most stable, and by how much? 1, by 0.383 eV.